Model 1:
{
  "formula": "C3H11N2O",
  "method": "ωB97M-V with the def2-TZVPD basis set",
  "e_lumo_ev": -3.47,
  "e_homo_ev": -14.713,
  "charge": 1,
  "molar_mass_g_mol": 91.1,
  "orbital_gap_ev": 11.242,
  "elements": ["C", "C", "N", "C", "N", "H", "H", "H", "H", "H", "H", "H", "H", "H", "H", "H", "O"],
  "xyz": [[1.7854, -0.2418, 0.8463], [0.5831, -1.0765, 1.1459], [-0.6167, -0.2805, 0.5748], [-1.7501, -0.6607, 0.0591], [-2.4898, 0.2071, -0.6322], [1.7059, -0.1184, -0.2639], [2.8450, -0.7736, 0.9445], [1.7559, 0.7897, 1.2646], [0.5756, -0.9800, 2.2502], [0.3742, -2.1837, 0.7552], [-0.3323, 0.6753, 0.5692], [-1.9635, -1.6006, -0.2240], [-2.0739, 1.1478, -0.6598], [-3.2667, -0.0458, -1.2411], [1.4134, 2.1962, -1.3642], [0.7494, 1.4125, -2.4655], [0.7051, 1.5331, -1.5590]],
  "nbo_charge": [-0.67, -0.21, -0.50, 0.39, -0.72, 0.24, 0.27, 0.23, 0.23, 0.24, 0.42, 0.22, 0.42, 0.44, 0.49, 0.48, -0.97]
}

Model 2:
{
  "formula": "C3H11N2O",
  "method": "ωB97M-V with the def2-TZVPD basis set",
  "e_lumo_ev": -4.03,
  "e_homo_ev": -15.273,
  "charge": 1,
  "molar_mass_g_mol": 91.1,
  "orbital_gap_ev": 11.244,
  "elements": ["C", "C", "N", "C", "N", "H", "H", "H", "H", "H", "H", "H", "H", "H", "H", "H", "O"],
  "xyz": [[-1.0650, -1.2782, -1.0552], [0.4308, -1.0882, -0.8891], [0.8463, -0.7328, 0.5152], [0.1485, 0.0478, 1.2771], [0.6726, 0.7234, 2.3041], [-1.4545, -1.8007, -0.1828], [-1.1844, -1.9777, -1.8720], [-1.5902, -0.3403, -1.1713], [0.8650, -0.3062, -1.4982], [0.9540, -2.0201, -1.0858], [1.8375, -0.4713, 0.4964], [-0.8792, 0.2271, 0.9734], [1.4839, 1.3191, 2.2479], [0.1854, 0.7513, 3.1901], [0.3282, 2.5299, -1.0372], [-1.1411, 2.4523, -1.3365], [-0.4377, 1.9645, -0.8762]],
  "nbo_charge": [-0.64, -0.21, -0.45, 0.43, -0.80, 0.22, 0.25, 0.23, 0.22, 0.23, 0.41, 0.24, 0.43, 0.43, 0.48, 0.50, -0.97]
}

Model 3:
{
  "formula": "C3H11N2O",
  "method": "ωB97M-V with the def2-TZVPD basis set",
  "e_lumo_ev": -3.24,
  "e_homo_ev": -14.470,
  "charge": 1,
  "molar_mass_g_mol": 91.1,
  "orbital_gap_ev": 11.226,
  "elements": ["C", "C", "O", "N", "H", "H", "H", "H", "H", "C", "N", "H", "H", "H", "H", "H", "H"],
  "xyz": [[1.4189, 1.9161, 1.0866], [0.9017, 0.5830, 0.8046], [0.3579, 0.2580, -0.2792], [1.0262, -0.4294, 1.7047], [2.3833, 2.1049, 0.6251], [1.4602, 2.2193, 2.1459], [0.5143, -1.2410, 1.4169], [1.2255, -0.3239, 2.6874], [0.7504, 2.6438, 0.6053], [-2.0465, -0.4325, -1.7409], [-1.2237, -1.5762, -1.2366], [-1.6664, -2.0607, -0.4606], [-0.9468, -2.2588, -1.9402], [-0.2746, -1.1113, -0.9435], [-3.1016, -0.3192, -1.4766], [-1.9134, -0.3161, -2.8233], [-1.6183, 0.4913, -1.3265]],
  "nbo_charge": [-0.74, 0.72, -0.73, -0.77, 0.28, 0.25, 0.39, 0.42, 0.26, -0.46, -0.71, 0.43, 0.44, 0.49, 0.25, 0.24, 0.26]
}

It is model 3 that is the most stable of them.

Model 1:
{
  "formula": "C8H14",
  "method": "ωB97M-V with the def2-TZVPD basis set",
  "e_lumo_ev": [1.02, 1.01],
  "e_homo_ev": [-6.506, -6.541],
  "molar_mass_g_mol": 110.2,
  "orbital_gap_ev": [7.524, 7.552],
  "elements": ["C", "C", "C", "C", "C", "C", "C", "C", "H", "H", "H", "H", "H", "H", "H", "H", "H", "H", "H", "H", "H", "H"],
  "xyz": [[0.2370, -0.5921, -0.3361], [0.0727, 0.4947, 0.4283], [0.0812, 0.7084, -1.0652], [-1.9452, -0.6606, 0.2320], [0.6892, -1.9853, -0.4664], [-2.8566, 0.5238, 0.4162], [2.2593, 0.5037, 0.6573], [3.0564, 1.4437, 0.1727], [-0.1576, 0.9101, 1.3934], [-0.8472, 0.9157, -1.5858], [0.9527, 1.1648, -1.5190], [-2.1528, -1.2282, -0.6739], [-1.8691, -1.3126, 1.0999], [2.5738, -0.1368, 1.4831], [0.7179, -2.4812, 0.5045], [0.0186, -2.5333, -1.1327], [1.6867, -1.9994, -0.9100], [-2.6276, 1.0784, 1.3305], [-3.9108, 0.2210, 0.4847], [-2.7897, 1.2243, -0.4217], [4.0538, 1.6562, 0.5670], [2.7575, 2.0844, -0.6585]],
  "nbo_charge": [0.21, -0.08, -0.45, -0.44, -0.67, -0.66, -0.34, -0.47, 0.24, 0.21, 0.22, 0.19, 0.18, 0.16, 0.23, 0.24, 0.25, 0.20, 0.22, 0.21, 0.18, 0.18]
}

Model 2:
{
  "formula": "C8H14",
  "method": "ωB97M-V with the def2-TZVPD basis set",
  "e_lumo_ev": -0.17,
  "e_homo_ev": -7.376,
  "molar_mass_g_mol": 110.2,
  "smiles": "C=C(/C=C/C)CCC",
  "orbital_gap_ev": 7.206,
  "elements": ["C", "C", "C", "C", "C", "C", "C", "C", "H", "H", "H", "H", "H", "H", "H", "H", "H", "H", "H", "H", "H", "H"],
  "xyz": [[-0.1627, -1.7380, -0.1931], [-0.2803, -0.3594, -0.1663], [1.0773, -0.1818, 0.3973], [2.1207, -0.8705, 0.9927], [3.2296, -0.0744, 1.6503], [-1.4428, 0.4213, 0.3379], [-2.5304, 0.6563, -0.7593], [-1.8975, 1.2027, -2.0552], [0.4868, -2.2451, -0.9077], [-0.4541, -2.3184, 0.6838], [1.3636, 0.8716, 0.2795], [2.3785, -1.8634, 0.6320], [2.6756, 0.7424, 2.1280], [3.9548, 0.2839, 0.9217], [3.7441, -0.6490, 2.4160], [-1.9324, -0.1456, 1.1438], [-1.2146, 1.3396, 0.8756], [-3.0984, -0.2506, -0.8865], [-3.1127, 1.4681, -0.2969], [-2.3819, 1.9056, -2.7216], [-1.6647, 0.2932, -2.6218], [-0.8587, 1.5115, -1.8501]],
  "nbo_charge": [-0.21, -0.15, -0.24, -0.17, -0.65, -0.43, -0.38, -0.63, 0.19, 0.18, 0.20, 0.19, 0.22, 0.22, 0.22, 0.20, 0.22, 0.20, 0.20, 0.22, 0.21, 0.21]
}

It is model 2 that is the most stable of them.

Model 1:
{
  "formula": "C3H13N2OS",
  "method": "ωB97M-V with the def2-TZVPD basis set",
  "e_lumo_ev": -3.22,
  "e_homo_ev": -12.997,
  "charge": 1,
  "molar_mass_g_mol": 125.2,
  "orbital_gap_ev": 9.779,
  "elements": ["N", "C", "C", "S", "C", "N", "H", "H", "H", "H", "H", "H", "H", "H", "H", "H", "H", "H", "H", "O"],
  "xyz": [[0.8600, -0.5474, -0.5099], [-0.4160, 0.1329, 0.0762], [-1.3832, -0.9355, 0.5514], [-1.3820, -2.3514, -0.5457], [-0.0973, 1.1831, 1.1670], [0.6925, 0.4855, 2.1903], [0.7023, -0.7886, -1.6258], [1.5522, 0.1854, -0.5128], [1.2226, -1.4366, -0.1521], [-0.7645, 0.9604, -0.9005], [-1.0690, -1.1171, 1.5814], [-2.4141, -0.5468, 0.4819], [-2.2974, -3.0297, 0.1000], [-0.9072, 1.6960, 1.6563], [0.4620, 2.1300, 0.7747], [0.4831, -0.4417, 2.3753], [0.9009, 1.0378, 2.9502], [0.6461, 1.5048, -3.5416], [2.0772, 1.1295, -3.1225], [1.1320, 0.7495, -2.9938]],
  "nbo_charge": [-0.74, -0.03, -0.58, -0.03, -0.26, -0.87, 0.50, 0.45, 0.45, 0.26, 0.22, 0.27, 0.16, 0.23, 0.21, 0.36, 0.39, 0.51, 0.50, -0.99]
}

Model 2:
{
  "formula": "C3H13N2OS",
  "method": "ωB97M-V with the def2-TZVPD basis set",
  "e_lumo_ev": -2.93,
  "e_homo_ev": -13.089,
  "charge": 1,
  "molar_mass_g_mol": 125.2,
  "orbital_gap_ev": 10.159,
  "elements": ["N", "C", "C", "S", "C", "N", "H", "H", "H", "H", "H", "H", "H", "H", "H", "H", "H", "H", "H", "O"],
  "xyz": [[0.3018, 1.2245, -0.4447], [0.0534, -0.1389, 0.1874], [1.2486, -0.9957, 0.3464], [1.7460, -1.7267, -1.2541], [-0.5634, 0.0894, 1.6184], [-1.6085, 1.1102, 1.5929], [-0.5485, 1.7869, -0.3388], [1.1328, 1.5717, 0.0285], [0.3903, 1.2129, -1.5022], [-0.7938, -0.5622, -0.3622], [2.1388, -0.5516, 0.8428], [1.0017, -1.7966, 1.0420], [1.1419, -2.9433, -1.0885], [0.1969, 0.4657, 2.3269], [-0.8398, -0.8990, 2.0116], [-1.5014, 1.7764, 2.3419], [-2.5173, 0.6713, 1.6589], [0.1584, -0.7214, -3.0147], [-1.0408, 0.2254, -3.1353], [-0.0972, 0.2008, -2.8571]],
  "nbo_charge": [-0.71, -0.07, -0.57, -0.04, -0.24, -0.87, 0.46, 0.43, 0.49, 0.23, 0.25, 0.26, 0.16, 0.20, 0.22, 0.39, 0.39, 0.51, 0.49, -0.97]
}

It is model 2 that is the most stable of them.

Model 1:
{
  "formula": "C2H9N5",
  "method": "ωB97M-V with the def2-TZVPD basis set",
  "e_lumo_ev": [-10.78, -10.78],
  "e_homo_ev": [-18.876, -18.876],
  "charge": 2,
  "molar_mass_g_mol": 103.1,
  "orbital_gap_ev": [8.095, 8.094],
  "elements": ["C", "C", "N", "N", "N", "N", "N", "H", "H", "H", "H", "H", "H", "H", "H", "H"],
  "xyz": [[-0.0461, -0.1749, 0.4849], [-0.6629, -0.0542, 1.7952], [1.0851, -1.5619, 0.5904], [-0.1374, 0.6391, -0.5337], [-0.9478, 1.6874, -0.4173], [1.5251, -2.2094, -0.3332], [0.5478, 0.5616, -1.6822], [-0.3154, 0.8318, 2.3351], [-0.3971, -0.9107, 2.4143], [-1.7547, -0.0276, 1.7437], [-1.3288, 1.9244, 0.4902], [-0.9754, 2.3924, -1.1407], [2.1135, -3.0189, -0.0558], [1.3779, -2.1006, -1.3484], [0.7905, -0.3174, -2.1070], [0.4000, 1.3094, -2.3518]],
  "nbo_charge": [0.41, -0.75, 0.12, 0.10, -0.55, -0.28, -0.57, 0.29, 0.31, 0.29, 0.45, 0.45, 0.47, 0.41, 0.41, 0.44]
}

Model 2:
{
  "formula": "C2H9N5",
  "method": "ωB97M-V with the def2-TZVPD basis set",
  "e_lumo_ev": -9.55,
  "e_homo_ev": -18.569,
  "charge": 2,
  "molar_mass_g_mol": 103.1,
  "orbital_gap_ev": 9.022,
  "elements": ["C", "C", "N", "N", "N", "N", "N", "H", "H", "H", "H", "H", "H", "H", "H", "H"],
  "xyz": [[-0.0156, 1.4152, 1.1099], [-0.9985, -0.7531, -1.2100], [0.3821, 0.8901, 2.0944], [0.3777, -0.4971, -1.3236], [0.0157, 2.4707, 0.3533], [0.3432, 0.3105, 3.2033], [1.1851, -1.3822, -1.6161], [-1.1131, -0.1200, -0.2749], [-1.5462, -0.2811, -2.0314], [-1.3726, -1.7558, -1.3043], [0.4791, 3.3557, 0.6703], [-0.4033, 2.5134, -0.4575], [-0.3791, 0.6338, 3.8160], [0.9200, -0.5167, 3.2251], [2.2267, -1.2754, -1.7418], [0.8408, -2.4202, -1.7882]],
  "nbo_charge": [0.52, -0.52, -0.06, 0.09, -0.72, -0.47, -0.30, 0.26, 0.32, 0.26, 0.46, 0.41, 0.44, 0.44, 0.46, 0.42]
}

It is model 2 that is the most stable of them.